1.
DFT (ωB97M-V with the def2-TZVPD basis set) results for C46H49Cl5F6N2O4PRbS2 as an isolated structure at a distorted geometry.

Output
Net charge: -2
Lowest unoccupied orbital energy, eV: 3.647
2S+1: 1
Energy relative to the best compared isomer or geometry (same formula, charge and spin), kJ/mol: 143.4
Largest force on an atom, eV/A: 2.869

Each line ends with the Löwdin charge.
Positions of all 116 atoms, in Å:
Rb: 1.65 0.40 -1.94  0.821
C: 3.83 -1.62 5.04  -0.084
C: 3.09 -0.30 4.86  -0.377
C: 2.48 0.13 6.20  -0.073
C: 1.99 -0.36 3.82  -0.184
C: 1.32 0.80 3.45  0.014
C: 0.16 0.79 2.68  -0.129
C: -0.40 2.15 2.29  -0.335
C: -1.87 2.39 2.64  -0.062
C: -0.10 2.40 0.81  -0.063
C: -0.36 -0.44 2.23  -0.065
C: 0.42 -1.59 2.43  -0.129
C: 1.56 -1.54 3.24  0.017
C: 0.07 -2.94 1.84  -0.360
C: 1.25 -3.49 1.04  -0.044
C: -0.39 -3.94 2.91  -0.048
C: -1.84 -0.70 2.01  -0.165
C: -2.45 -0.94 3.25  -0.049
C: -3.73 -1.44 3.39  -0.084
C: -4.45 -1.75 2.24  -0.083
C: -3.89 -1.47 1.01  -0.115
C: -2.62 -0.91 0.85  -0.279
P: -2.11 -0.37 -0.87  1.198
C: -3.48 0.92 -1.25  -0.659
C: -3.14 2.16 -0.42  -0.114
C: -4.94 0.57 -0.92  -0.101
C: -3.36 1.31 -2.72  -0.107
C: -2.46 -1.85 -2.02  -0.668
C: -3.89 -2.18 -2.47  -0.096
C: -1.87 -3.12 -1.39  -0.123
C: -1.62 -1.56 -3.28  -0.115
H: 4.64 -1.49 5.77  0.075
H: 4.26 -1.98 4.11  0.075
H: 3.15 -2.39 5.43  0.079
H: 3.80 0.47 4.55  0.135
H: 1.76 -0.62 6.54  0.083
H: 1.96 1.08 6.12  0.069
H: 3.26 0.23 6.97  0.071
H: 1.70 1.76 3.78  0.126
H: 0.18 2.89 2.86  0.125
H: -2.53 1.68 2.15  0.036
H: -2.16 3.40 2.34  0.084
H: -2.03 2.29 3.72  0.081
H: -0.52 1.61 0.19  0.021
H: 0.98 2.40 0.64  0.073
H: -0.50 3.36 0.47  0.073
H: 2.10 -2.46 3.41  0.103
H: -0.76 -2.80 1.16  0.099
H: 2.05 -3.83 1.70  0.075
H: 1.66 -2.73 0.38  0.087
H: 0.95 -4.34 0.42  0.065
H: 0.42 -4.16 3.61  0.073
H: -0.68 -4.88 2.43  0.079
H: -1.24 -3.55 3.48  0.069
H: -1.86 -0.76 4.14  0.126
H: -4.15 -1.62 4.37  0.097
H: -5.44 -2.19 2.30  0.098
H: -4.46 -1.70 0.13  0.072
H: -3.12 1.94 0.65  0.043
H: -3.91 2.92 -0.59  0.088
H: -2.17 2.57 -0.73  0.038
H: -5.10 0.48 0.15  0.069
H: -5.30 -0.33 -1.41  0.054
H: -5.56 1.40 -1.28  0.082
H: -2.32 1.53 -2.98  0.029
H: -3.94 2.22 -2.89  0.085
H: -3.74 0.54 -3.40  0.058
H: -4.51 -2.56 -1.67  0.066
H: -3.82 -2.97 -3.23  0.086
H: -4.39 -1.33 -2.93  0.052
H: -2.38 -3.39 -0.46  0.074
H: -0.80 -3.00 -1.20  0.059
H: -1.97 -3.95 -2.09  0.059
H: -2.04 -0.74 -3.87  0.070
H: -1.56 -2.45 -3.90  0.087
H: -0.60 -1.29 -3.00  0.019
Cl: -0.19 -6.17 -2.05  0.564
C: 0.49 -5.27 -3.43  -0.712
C: 0.95 -3.99 -3.21  -0.130
C: 1.45 -3.38 -4.34  -0.697
Cl: 2.03 -1.71 -4.22  0.585
C: 1.51 -3.96 -5.60  -0.712
Cl: 2.16 -3.13 -6.98  0.618
C: 1.02 -5.26 -5.76  -0.723
Cl: 1.06 -6.03 -7.32  0.611
C: 0.50 -5.93 -4.66  -0.719
Cl: -0.13 -7.54 -4.86  0.595
F: 6.18 -0.06 -4.34  0.143
C: 6.31 0.66 -3.23  -0.679
F: 7.30 0.14 -2.50  0.137
F: 6.63 1.91 -3.56  0.133
S: 4.71 0.61 -2.31  0.517
O: 4.52 -0.75 -1.89  -0.309
O: 3.77 1.16 -3.25  -0.416
N: 5.08 1.59 -1.11  -0.284
S: 4.30 1.28 0.23  0.583
O: 2.93 0.88 0.01  -0.549
O: 4.56 2.29 1.22  -0.272
C: 5.14 -0.25 0.95  -0.650
F: 6.28 -0.53 0.33  0.127
F: 4.35 -1.31 0.92  0.141
F: 5.44 0.00 2.23  0.109
N: -0.74 10.39 -0.36  0.114
C: -0.66 9.29 -0.67  -0.216
C: -0.56 7.92 -1.07  -0.264
C: 0.65 7.39 -1.53  -0.045
C: 0.74 6.08 -1.92  -0.026
C: -0.37 5.22 -1.86  -0.268
C: -1.59 5.76 -1.40  -0.033
C: -1.68 7.08 -1.01  -0.047
C: -0.28 3.86 -2.25  -0.249
C: -0.18 2.67 -2.57  -0.116
H: 1.52 8.04 -1.59  0.110
H: 1.68 5.67 -2.28  0.116
H: -2.46 5.12 -1.35  0.103
H: -2.62 7.48 -0.66  0.109


2.
DFT (ωB97M-V with the def2-TZVPD basis set) results for C46H49F3GeN4O6RbS as an isolated structure at a distorted geometry.

Output
Lowest unoccupied orbital energy (alpha / beta), eV: 0.139 / -0.137
2S+1: 2
Energy relative to the best compared isomer or geometry (same formula, charge and spin), kJ/mol: 44.0
Largest force on an atom, eV/A: 1.169

Each line ends with the Löwdin charge.
Positions of all 111 atoms, in Å:
Rb: 0.08 -0.48 -0.52  0.943
C: 3.23 -2.67 0.94  -0.105
O: 2.64 -1.45 0.59  -0.272
C: 3.14 -0.34 1.31  -0.197
C: 2.36 -0.12 2.59  -0.186
O: 1.13 0.50 2.24  -0.200
C: 0.22 0.57 3.32  -0.182
C: -0.83 1.60 2.96  -0.189
O: -1.44 1.34 1.73  -0.215
C: -2.44 0.35 1.78  -0.089
H: 4.32 -2.64 0.78  0.096
H: 2.80 -3.43 0.29  0.087
H: 3.04 -2.94 1.99  0.085
H: 3.03 0.54 0.67  0.101
H: 4.21 -0.47 1.52  0.135
H: 2.92 0.52 3.28  0.131
H: 2.16 -1.08 3.09  0.130
H: 0.74 0.90 4.24  0.134
H: -0.20 -0.42 3.51  0.120
H: -0.36 2.59 2.87  0.123
H: -1.58 1.65 3.77  0.134
H: -3.25 0.65 2.46  0.100
H: -2.05 -0.63 2.08  0.071
H: -2.84 0.26 0.77  0.082
N: 3.56 -0.30 -4.11  0.117
C: 4.41 0.60 -3.51  -0.085
C: 3.93 0.76 -2.25  -0.145
N: 2.81 -0.02 -2.06  0.113
C: 2.62 -0.64 -3.19  -0.285
C: 1.58 -1.63 -3.47  -0.307
N: 1.16 -2.55 -2.64  0.104
C: 0.21 -3.25 -3.34  -0.145
C: 0.05 -2.74 -4.59  -0.077
N: 0.94 -1.70 -4.67  0.117
H: 3.67 -0.71 -5.03  0.156
H: 5.25 1.03 -4.02  0.111
H: 4.30 1.41 -1.47  0.100
H: -0.32 -4.07 -2.89  0.091
H: -0.63 -2.98 -5.38  0.117
H: 0.93 -0.98 -5.38  0.153
C: 5.01 4.02 1.04  -0.094
C: 4.70 4.33 -0.28  -0.092
C: 3.44 4.05 -0.78  -0.112
C: 2.46 3.45 0.01  -0.311
C: 2.79 3.15 1.33  -0.134
C: 4.04 3.44 1.84  -0.086
Ge: 0.69 3.03 -0.73  1.110
C: 0.67 3.54 -2.61  -0.303
C: -0.28 4.43 -3.09  -0.093
C: -0.30 4.82 -4.42  -0.084
C: 0.63 4.32 -5.30  -0.093
C: 1.59 3.42 -4.85  -0.094
C: 1.60 3.03 -3.52  -0.135
C: -0.65 4.06 0.21  -0.316
C: -2.02 3.88 -0.02  -0.113
C: -2.95 4.65 0.65  -0.079
C: -2.54 5.61 1.57  -0.096
C: -1.19 5.80 1.81  -0.094
C: -0.26 5.03 1.13  -0.111
H: 5.99 4.24 1.43  0.099
H: 5.44 4.80 -0.91  0.101
H: 3.22 4.32 -1.81  0.092
H: 2.05 2.69 1.97  0.088
H: 4.27 3.20 2.88  0.101
H: -1.03 4.84 -2.41  0.096
H: -1.06 5.51 -4.76  0.102
H: 0.62 4.62 -6.34  0.098
H: 2.33 3.02 -5.53  0.097
H: 2.35 2.32 -3.20  0.065
H: -2.35 3.12 -0.71  0.091
H: -4.01 4.50 0.47  0.102
H: -3.28 6.21 2.10  0.097
H: -0.86 6.55 2.51  0.098
H: 0.80 5.19 1.32  0.092
O: -0.74 -2.37 1.09  -0.663
S: -0.47 -3.70 0.43  0.936
C: 0.10 -4.83 1.71  -0.288
C: -0.80 -5.02 2.89  -0.275
C: -1.33 -6.28 3.15  -0.059
C: -2.16 -6.49 4.24  -0.084
C: -2.48 -5.42 5.07  -0.087
C: -1.96 -4.17 4.82  -0.069
C: -1.11 -3.96 3.74  -0.034
C: -2.10 -4.46 0.04  -0.237
C: -3.27 -3.66 0.54  -0.263
C: -3.94 -4.02 1.71  -0.034
C: -5.04 -3.30 2.13  -0.075
C: -5.49 -2.21 1.39  -0.084
C: -4.82 -1.85 0.23  -0.072
C: -3.71 -2.57 -0.19  -0.032
H: 1.08 -4.42 1.97  0.083
H: 0.27 -5.78 1.19  0.101
H: -1.08 -7.11 2.50  0.114
H: -2.56 -7.47 4.43  0.105
H: -3.14 -5.58 5.92  0.103
H: -2.21 -3.34 5.46  0.107
H: -0.71 -2.98 3.53  0.100
H: -2.09 -5.46 0.47  0.089
H: -2.13 -4.55 -1.04  0.088
H: -3.60 -4.87 2.28  0.098
H: -5.56 -3.59 3.03  0.102
H: -6.35 -1.65 1.72  0.101
H: -5.16 -1.01 -0.36  0.112
H: -3.19 -2.26 -1.09  0.097
F: -2.20 -0.12 -4.90  0.124
C: -1.68 0.78 -4.03  -0.514
F: -0.39 0.97 -4.43  0.116
F: -2.32 1.93 -4.23  0.152
C: -1.71 0.29 -2.55  -0.688
O: -1.87 -0.92 -2.39  -0.072
O: -1.53 1.18 -1.70  -0.157